The following is a quantum chemistry calculation of C44H55KN8O4S3 as an isolated structure at a distorted geometry, from the Open Molecules 2025 dataset.

ORCA input file:
```
! wB97M-V def2-TZVPD RIJCOSX def2/J DEFGRID3
* xyz -2 1
K 10.137 13.130 14.860
S 8.596 13.315 11.497
S 7.669 8.062 10.623
S 13.575 9.803 11.066
O 8.236 8.692 11.814
O 7.918 9.616 17.193
O 9.514 12.330 12.128
O 8.205 11.432 15.865
N 11.678 10.794 15.099
N 13.190 12.216 10.153
N 14.386 10.769 8.683
N 14.014 13.075 10.505
N 12.966 8.850 15.674
N 14.321 11.984 7.939
N 13.980 10.918 15.444
N 8.190 15.362 15.248
C 12.546 17.510 16.917
C 11.154 15.626 16.087
C 6.940 14.638 15.358
C 6.618 9.361 9.834
C 8.328 10.228 16.172
C 7.196 10.384 8.880
C 8.236 11.434 9.480
C 10.050 16.351 16.600
C 11.840 7.923 15.523
C 9.367 14.198 10.128
C 10.153 17.578 17.260
C 8.163 16.527 14.398
C 10.215 8.535 9.645
C 8.813 15.450 9.869
C 16.609 12.383 8.503
C 15.074 10.493 14.610
C 15.587 13.651 6.763
C 8.979 7.890 9.380
C 13.806 10.917 9.819
C 12.416 16.261 16.285
C 16.780 14.286 6.466
C 15.528 12.585 7.711
C 10.926 7.606 7.511
C 9.739 7.013 7.270
C 10.455 13.779 9.379
C 11.395 18.173 17.361
C 12.783 10.190 15.367
C 17.893 14.006 7.189
C 12.808 16.587 10.425
C 8.622 15.756 16.608
C 8.741 7.159 8.222
C 13.679 8.524 16.915
C 10.364 15.882 8.147
C 12.557 14.363 12.142
C 17.794 13.093 8.251
C 10.922 14.623 8.361
C 11.189 8.361 8.635
C 11.883 15.532 12.426
C 13.459 15.371 10.127
C 9.295 16.305 8.912
C 7.508 12.336 10.447
C 12.046 16.640 11.604
C 13.352 14.267 10.984
C 13.800 12.381 15.470
H 16.053 10.750 14.981
H 5.758 8.846 9.439
H 7.866 16.306 13.348
H 6.535 14.355 14.330
H 14.056 7.525 16.850
H 13.315 15.747 15.857
H 8.541 14.884 17.214
H 7.946 15.693 10.482
H 11.379 19.132 17.837
H 9.127 17.018 14.409
H 10.924 12.838 9.442
H 12.148 6.917 15.727
H 14.416 9.257 17.178
H 11.050 8.218 16.261
H 11.323 15.587 13.336
H 16.561 11.528 9.288
H 6.937 11.663 11.139
H 6.238 15.261 15.940
H 6.219 9.846 10.755
H 12.967 8.613 17.719
H 7.151 13.659 15.820
H 13.041 17.539 9.845
H 8.946 9.726 15.413
H 6.824 13.011 9.908
H 18.678 12.888 8.834
H 13.238 12.611 16.369
H 16.778 15.023 5.697
H 12.177 8.663 8.864
H 13.517 18.028 16.925
H 18.848 14.578 7.094
H 10.899 10.083 15.073
H 7.683 9.900 8.026
H 8.703 12.035 8.698
H 14.745 13.873 6.166
H 8.829 17.244 8.683
H 7.426 17.321 14.681
H 11.727 7.402 6.793
H 13.843 11.928 7.065
H 7.940 16.504 17.061
H 9.040 10.886 10.013
H 13.879 15.250 9.131
H 6.373 10.941 8.491
H 14.772 12.870 15.567
H 11.732 14.278 7.721
H 9.286 18.060 17.643
H 15.153 9.386 14.562
H 15.009 10.862 13.573
H 10.707 16.448 7.287
H 9.609 6.466 6.379
H 13.281 12.766 14.537
H 12.465 13.527 12.830
H 11.639 17.558 11.998
H 7.831 6.622 8.042
H 11.434 8.008 14.524
H 10.393 9.073 10.516
*
```

Energy relative to the best compared isomer or geometry (same formula, charge and spin) in kJ/mol: 214.3

=====

The following is a quantum chemistry calculation of C40H39CaN5O10 as an isolated structure at a distorted geometry, from the Open Molecules 2025 dataset.

ORCA input file:
```
! wB97M-V def2-TZVPD RIJCOSX def2/J DEFGRID3
* xyz 0 1
Ca 1.631 0.134 -0.560
O -5.459 2.306 1.060
O 2.766 0.087 1.120
O 1.687 1.634 -1.914
O -0.128 -0.695 -1.142
O 2.574 3.602 -1.280
O -3.784 -3.385 4.996
O -4.053 -1.328 4.248
O 2.154 6.418 1.349
O 3.617 -0.561 -1.625
O 3.379 2.216 1.550
N 0.782 -2.970 0.432
N 2.319 -3.309 -1.893
N 0.358 1.644 0.699
N 0.721 4.017 1.318
N -3.432 0.724 0.513
C 3.051 -3.560 -2.973
C -0.178 -2.874 1.451
C -2.438 -0.311 -1.490
C -1.130 -0.744 -1.912
C 4.073 1.735 -1.584
C -1.027 -1.299 -3.234
C -0.911 -3.986 1.854
C -1.555 -1.481 2.847
C 1.533 4.392 2.494
C 2.665 2.406 -1.567
C -5.790 0.998 0.935
C -4.736 0.151 0.615
C 0.580 2.755 0.974
C 4.112 -4.461 -2.991
C -7.065 0.478 1.107
C -3.443 -2.356 4.184
C -1.966 -3.838 2.749
C 5.477 0.075 -2.879
C -3.573 -0.502 -2.344
C -0.510 -1.615 1.960
C -6.215 -1.736 0.663
C -2.435 0.390 -0.285
C 4.053 0.504 -2.524
C -4.942 -1.209 0.498
C -6.481 3.199 1.492
C 2.636 -3.951 -0.767
C 2.665 5.284 2.049
C 3.681 -4.855 -0.683
C 1.527 6.005 0.134
C 3.470 1.157 0.926
C 5.944 -0.580 -1.544
C 1.784 -3.728 0.441
C 4.530 1.053 -0.213
C 0.332 5.121 0.423
C 4.433 -5.118 -1.818
C -7.272 -0.890 0.963
C 4.704 -0.414 -0.666
C -2.297 -2.587 3.250
C -2.124 -1.433 -4.021
C -3.425 -1.034 -3.580
H 6.089 0.926 -3.177
H 4.774 2.498 -1.901
H 2.784 -3.011 -3.872
H -4.280 -1.151 -4.236
H -0.066 4.709 -0.501
H 4.605 -1.133 0.136
H -4.096 -1.853 0.280
H 0.061 -0.754 1.651
H -8.269 -1.293 1.101
H 0.890 4.930 3.192
H -3.238 1.446 1.189
H 5.467 -0.645 -3.696
H -1.827 -0.508 3.240
H 6.815 -0.093 -1.107
H -6.010 4.170 1.602
H 3.205 5.660 2.915
H -4.550 -0.168 -2.016
H 5.445 1.495 0.167
H 1.923 3.488 2.949
H -6.373 -2.804 0.570
H -0.438 5.702 0.932
H -7.897 1.126 1.349
H 2.074 -4.290 1.337
H -3.151 -4.104 4.895
H 3.898 -5.351 0.258
H -0.679 -4.956 1.430
H 4.663 -4.644 -3.905
H 3.339 4.706 1.411
H 1.199 6.906 -0.382
H 6.171 -1.636 -1.680
H -6.896 2.888 2.452
H -2.017 -1.852 -5.016
H -7.280 3.267 0.752
H 5.255 -5.823 -1.786
H -2.556 -4.714 3.005
H -0.039 -1.605 -3.558
H 2.235 5.455 -0.487
H 3.371 0.601 -3.355
H -1.468 0.740 0.056
*
```

Energy relative to the best compared isomer or geometry (same formula, charge and spin) in kJ/mol: 231.2

=====

The following is a quantum chemistry calculation of C21H46HfNOP3S as an isolated structure at a distorted geometry, from the Open Molecules 2025 dataset.

ORCA input file:
```
! wB97M-V def2-TZVPD RIJCOSX def2/J DEFGRID3
* xyz 4 1
Hf 0.489 1.125 -0.703
S 2.616 0.117 -3.099
P -0.936 -0.938 0.482
P 2.238 -0.956 0.132
P -1.782 1.472 -1.983
O 0.543 2.053 0.982
N 0.524 3.922 2.154
C -2.749 2.366 -0.636
C 0.955 2.881 -1.658
C 3.886 -0.292 -0.385
C 1.352 2.379 -3.002
C 0.491 4.697 0.902
C 0.253 4.601 3.426
C 2.786 -1.358 -4.008
C 4.027 -1.691 -4.554
C -2.796 -0.083 -2.197
C -0.226 -1.930 1.841
C 2.774 -1.551 1.811
C 1.602 -1.940 -4.440
C 1.688 -3.127 -5.175
C 0.683 1.764 3.334
C -2.391 2.425 -3.432
C 2.980 -3.585 -5.553
C 0.607 2.614 2.128
C -1.448 -2.385 -0.522
C 2.102 -2.642 -0.688
C 4.164 -2.953 -5.156
C -2.467 -0.472 1.342
H -2.761 -1.266 2.040
H 1.048 2.381 4.172
H 0.429 2.207 -3.600
H 2.948 -3.228 -0.282
H 0.187 5.666 3.211
H -2.505 3.500 -3.233
H 1.184 -3.164 -0.375
H 4.347 -0.956 -1.126
H 1.374 0.931 3.141
H 4.470 -0.083 0.511
H 2.792 -2.657 1.824
H -3.556 2.803 -1.242
H 3.015 -4.569 -6.024
H -0.316 1.345 3.553
H 3.803 -1.190 1.964
H -3.613 0.172 -2.871
H -3.433 1.991 -3.600
H 0.153 -1.300 2.652
H 4.893 -1.090 -4.321
H -0.422 4.509 0.324
H -3.225 -0.436 -1.247
H 1.707 3.024 -0.812
H -2.109 3.150 -0.180
H -2.012 -3.076 0.106
H -2.192 -0.881 -2.657
H 0.539 5.747 1.207
H 3.782 0.697 -0.831
H -3.312 -0.315 0.672
H -2.327 0.431 1.949
H 5.175 -3.355 -5.385
H 2.232 2.748 -3.567
H 2.142 -2.586 -1.795
H -0.607 -2.938 -0.936
H -1.827 2.283 -4.358
H -0.993 -2.572 2.286
H 0.693 -1.408 -4.320
H 1.362 4.466 0.287
H 0.566 -2.611 1.509
H 2.105 -1.172 2.597
H -2.116 -2.115 -1.331
H 1.064 4.443 4.158
H 2.640 0.859 -4.315
H -3.118 1.631 0.100
H 0.777 -3.725 -5.393
H -0.693 4.271 3.900
H 0.504 3.919 -1.789
*
```

Energy relative to the best compared isomer or geometry (same formula, charge and spin) in kJ/mol: 181.5

=====

The following is a quantum chemistry calculation of one molecule with the formula C6H6O at a distorted geometry, from the Open Molecules 2025 dataset.

ORCA input file:
```
! wB97M-V def2-TZVPD RIJCOSX def2/J DEFGRID3
* xyz 0 1
O 2.188 0.324 -1.029
C -0.436 -0.210 1.135
C 1.691 0.710 0.070
C 0.308 -1.054 -2.430
C 0.269 0.405 -0.006
C 0.636 -0.385 -1.436
C -1.719 0.017 1.402
H 0.139 -0.899 1.744
H -2.213 -0.450 2.240
H -2.321 0.669 0.782
H -0.519 -1.507 -2.930
H 2.229 1.125 0.922
H -0.252 1.254 -0.462
*
```

Energy relative to the best compared isomer or geometry (same formula, charge and spin) in kJ/mol: 577.6

=====

The following is a quantum chemistry calculation of a 6-piece molecular cluster, C20H59N6O5 overall at a distorted geometry, from the Open Molecules 2025 dataset.

ORCA input file:
```
! wB97M-V def2-TZVPD RIJCOSX def2/J DEFGRID3
* xyz 0 2
O 0.024 2.406 2.728
O 2.753 -2.052 4.028
O 0.533 -5.198 -0.670
O 2.667 -1.239 -2.474
O -3.746 0.169 -1.119
N -0.193 -0.488 2.307
N -0.065 -1.831 -1.727
N -3.560 1.059 1.554
N -1.195 0.259 -0.215
N 2.730 1.647 -4.987
N 0.079 2.749 -0.279
C 1.125 -1.067 2.353
C 2.519 1.005 -3.704
C 1.563 -1.258 3.883
C 3.802 -1.055 -1.649
C -4.840 0.976 0.860
C 0.247 3.592 1.985
C -4.675 1.145 -0.629
C 1.556 4.574 0.046
C 1.320 -6.317 -0.991
C -0.880 2.632 3.840
C -0.271 -3.113 -1.081
C 2.000 -0.182 1.487
C -5.686 2.118 1.429
C -3.630 0.302 -2.512
C 1.063 1.317 -3.431
C 3.252 -2.009 5.342
C 2.858 -0.519 -3.720
C 0.685 -4.155 -1.647
C 1.007 3.249 0.683
C -1.718 -3.457 -1.194
H 2.194 5.114 0.745
H -1.909 -3.831 -2.200
H 3.695 1.522 -5.255
H 0.763 -1.733 4.451
H -2.654 -0.028 -2.869
H -0.424 -1.960 -2.662
H 3.840 -0.862 -4.047
H -0.648 4.136 1.685
H -0.046 -2.954 -0.027
H 1.749 -0.263 4.289
H 0.918 -1.889 -1.950
H 0.417 0.811 -4.149
H -4.227 2.130 -0.765
H 3.556 -1.411 -0.649
H -3.229 1.919 1.139
H -1.075 1.702 4.375
H -5.792 2.035 2.510
H 2.919 -0.718 1.251
H -5.202 3.085 1.288
H -0.588 3.504 -0.344
H 1.192 -6.758 -1.979
H 0.371 -4.417 -2.657
H 4.655 -1.647 -1.981
H -5.378 0.047 1.050
H -3.747 1.322 2.511
H 1.100 -2.060 1.903
H 0.737 5.231 -0.248
H 0.822 1.010 -2.413
H 4.063 -2.720 5.503
H -1.957 -4.378 -0.663
H 1.618 0.095 0.504
H -0.714 -0.083 0.605
H -1.753 3.138 3.428
H 0.866 2.383 -3.544
H 1.751 2.499 0.952
H -5.607 0.929 -1.150
H -0.390 3.323 4.526
H 4.148 -0.021 -1.647
H 2.500 -2.415 6.018
H 3.524 -1.071 5.826
H 2.194 4.483 -0.833
H -2.184 0.266 -0.013
H -0.886 -0.276 -1.014
H 1.324 -7.102 -0.234
H 3.102 1.588 -2.991
H 2.530 2.611 -4.763
H -6.695 2.228 1.029
H -0.127 0.463 2.641
H 2.111 0.703 2.115
H 1.695 -3.755 -1.737
H 0.766 4.323 2.605
H 0.562 2.685 -1.164
H -2.359 -2.626 -0.898
H -3.618 1.366 -2.747
H -4.419 -0.212 -3.062
H -0.922 -0.936 2.844
H 2.377 -6.050 -1.020
H -0.925 1.231 -0.251
H 2.097 -0.961 -4.362
*
```

Calculated total energy in eV: -40868.135
Expectation value of S²: 0.751

=====

The following is a quantum chemistry calculation of one molecule with the formula C4H8O2, from the Open Molecules 2025 dataset.

ORCA input file:
```
! wB97M-V def2-TZVPD RIJCOSX def2/J DEFGRID3
* xyz 0 1
O -2.108 1.753 -1.586
O -0.066 -0.762 -0.275
C 0.830 0.133 0.363
C -1.769 0.794 -0.938
C 1.245 -0.574 1.634
C -0.725 -0.215 -1.380
H -1.245 -1.041 -1.883
H 1.702 0.331 -0.282
H 1.585 -1.571 1.344
H 0.384 -0.685 2.300
H 0.348 1.106 0.561
H -2.216 0.560 0.055
H -0.037 0.250 -2.101
H 2.049 -0.060 2.166
*
```

Structure (SMILES): CCOCC=O
Energy relative to the best compared isomer or geometry (same formula, charge and spin) in kJ/mol: 152.9

=====

The following is a quantum chemistry calculation of a 2-piece molecular cluster, H2N4O2 overall at a distorted geometry, from the Open Molecules 2025 dataset.

ORCA input file:
```
! wB97M-V def2-TZVPD RIJCOSX def2/J DEFGRID3
* xyz 0 1
O -0.575 1.979 -0.927
O -0.671 1.352 -4.077
N -0.368 0.198 0.075
N 0.169 0.871 -3.438
N -0.631 0.778 -0.995
N 0.943 0.354 -2.831
H -0.346 -0.808 0.191
H -0.089 0.854 0.887
*
```

Structure (SMILES): N#[N+][O-].NN=O
Energy relative to the best compared isomer or geometry (same formula, charge and spin) in kJ/mol: 177.3